C19H37F5N5O4PdS2Si4Te2 | the ωB97M-V functional and the def2-TZVPD basis

Output
- net charge = +1
- DFT total energy (eV) = -120775.25161
- relative energy (zero: lowest compared OMol25 entry of this formula, charge and spin) (kcal per mole) = 87.0
- HOMO energy (eV) = -10.87

Positions of all 79 atoms, in Å:
Pd1 -0.291 -0.977 0.897
C1 0.924 1.787 5.891
C2 1.506 0.717 5.051
N1 2.709 0.247 5.137
N2 2.784 -0.671 4.136
C3 1.661 -0.778 3.433
S1 1.471 -1.831 2.087
N3 0.816 0.082 4.034
N4 -0.500 0.309 3.643
H1 1.667 2.097 6.620
H2 0.034 1.445 6.421
H3 0.654 2.644 5.273
H4 3.666 -1.109 3.925
H5 -0.511 1.079 2.977
H6 -1.055 0.515 4.464
O1 -5.113 1.778 -2.314
S2 -4.091 2.202 -1.407
O2 -4.331 3.318 -0.542
N5 -3.572 0.913 -0.519
C4 -2.345 0.620 -0.784
O3 -1.831 -0.463 -0.271
C5 -1.652 1.502 -1.795
C6 -0.366 1.501 -2.337
C7 -0.067 2.383 -3.370
C8 -1.014 3.274 -3.845
C9 -2.290 3.321 -3.294
C10 -2.564 2.431 -2.284
H7 0.551 0.639 -0.924
H8 0.934 2.364 -3.779
H9 -0.749 3.950 -4.647
H10 -3.036 4.019 -3.646
F1 0.448 0.906 1.049
Te1 3.140 1.529 0.519
F2 3.979 1.925 -1.149
F3 2.752 1.615 2.430
F4 4.890 1.433 1.135
F5 2.826 3.346 0.578
O4 0.628 0.674 -1.901
C11 1.032 -2.434 -1.824
Si1 -0.040 -3.932 -1.959
C12 -1.576 -3.722 -2.972
C13 0.874 -5.515 -2.306
Si2 -0.512 -5.177 0.489
Te2 -1.588 -3.073 0.549
Si3 -2.260 -6.784 0.231
C14 -2.509 -7.384 1.985
C15 -3.793 -5.965 -0.442
C16 -1.664 -8.148 -0.899
Si4 1.509 -5.852 1.590
C17 1.122 -5.511 3.384
C18 1.567 -7.688 1.240
C19 3.064 -5.032 0.966
H11 1.317 -2.140 -2.841
H12 1.949 -2.634 -1.267
H13 0.516 -1.587 -1.372
H14 -1.276 -3.368 -3.964
H15 -2.261 -2.987 -2.553
H16 -2.106 -4.666 -3.108
H17 1.144 -5.440 -3.367
H18 0.268 -6.413 -2.184
H19 1.792 -5.611 -1.728
H20 -2.765 -6.566 2.662
H21 -1.630 -7.896 2.380
H22 -3.338 -8.096 2.000
H23 -4.136 -5.130 0.170
H24 -4.596 -6.707 -0.462
H25 -3.657 -5.605 -1.463
H26 -0.698 -8.553 -0.592
H27 -1.585 -7.808 -1.933
H28 -2.384 -8.970 -0.885
H29 0.247 -6.075 3.715
H30 0.944 -4.451 3.558
H31 1.971 -5.825 3.999
H32 0.692 -8.215 1.623
H33 2.448 -8.116 1.726
H34 1.654 -7.895 0.171
H35 2.994 -3.946 0.917
H36 3.355 -5.414 -0.014
H37 3.875 -5.279 1.657

Electronic structure analysis, Mulliken charges in units of e: number 1, Pd, carries 0.352; number 2, C, carries -1.401; number 3, C, carries 1.067; number 4, N, carries -0.804; number 5, N, carries 0.442; number 6, C, carries -0.177; number 7, S, carries -0.301; number 8, N, carries 0.724; number 9, N, carries -0.941; number 10, H, carries 0.351; number 11, H, carries 0.378; number 12, H, carries 0.329; number 13, H, carries 0.169; number 14, H, carries 0.220; number 15, H, carries 0.262; number 16, O, carries -0.653; number 17, S, carries 1.229; number 18, O, carries -0.660; number 19, N, carries -0.556; number 20, C, carries 0.359; number 21, O, carries -0.485; number 22, C, carries 0.846; number 23, C, carries 0.544; number 24, C, carries -0.564; number 25, C, carries -0.448; number 26, C, carries -0.726; number 27, C, carries -0.433; number 28, H, carries 0.006; number 29, H, carries 0.491; number 30, H, carries 0.404; number 31, H, carries 0.458; number 32, F, carries -0.844; number 33, Te, carries 1.869; number 34, F, carries -0.474; number 35, F, carries -0.578; number 36, F, carries -0.400; number 37, F, carries -0.400; number 38, O, carries -0.542; number 39, C, carries -0.348; number 40, Si, carries -0.209; number 41, C, carries -0.956; number 42, C, carries -0.928; number 43, Si, carries 0.119; number 44, Te, carries 0.041; number 45, Si, carries 0.514; number 46, C, carries -1.017; number 47, C, carries -1.026; number 48, C, carries -1.051; number 49, Si, carries 0.857; number 50, C, carries -0.965; number 51, C, carries -1.162; number 52, C, carries -0.949; number 53, H, carries 0.455; number 54, H, carries 0.356; number 55, H, carries 0.100; number 56, H, carries 0.421; number 57, H, carries 0.387; number 58, H, carries 0.297; number 59, H, carries 0.475; number 60, H, carries 0.252; number 61, H, carries 0.195; number 62, H, carries 0.336; number 63, H, carries 0.301; number 64, H, carries 0.404; number 65, H, carries 0.346; number 66, H, carries 0.381; number 67, H, carries 0.246; number 68, H, carries 0.315; number 69, H, carries 0.329; number 70, H, carries 0.419; number 71, H, carries 0.326; number 72, H, carries 0.218; number 73, H, carries 0.404; number 74, H, carries 0.274; number 75, H, carries 0.426; number 76, H, carries 0.330; number 77, H, carries 0.156; number 78, H, carries 0.389; number 79, H, carries 0.428